[1]
The following is a quantum chemistry calculation of a 13-piece molecular cluster, C42H114N4O26 overall in a non-equilibrium geometry, from the OMol25 dataset.

Computed properties:
E_HOMO (alpha / beta): 0.011 / -0.248 Eh
Energy relative to the best compared isomer or geometry (same formula, charge and spin): 0.0 kJ/mol

```
! RIJCOSX wB97M-V def2-TZVPD def2/J DEFGRID3
* xyz -1 2
H 1.97135 7.56638 -1.02901
H -2.53907 1.10864 1.50129
C 5.27803 -2.85935 -1.31022
C -6.42952 -5.30927 -5.21485
C -5.16548 -5.20656 -4.41489
O -5.14855 0.37834 -0.37822
H 1.26755 -0.18559 -5.96864
O -4.45920 3.62335 -0.76011
H 4.18295 -6.79430 6.96853
H 4.10821 3.65270 -2.45567
H -1.22971 2.19104 -4.41510
H -2.82326 4.75065 -0.01720
O 3.09786 -1.15732 -5.86148
H -2.82161 0.34304 -3.79591
H 1.78369 -2.62096 -0.51371
H -0.33749 0.38435 0.93053
C 1.35804 1.71888 -0.39796
H -1.96888 -0.91536 3.79020
H 4.45714 -4.65602 0.39479
H -4.15843 6.13098 1.40132
H -6.25332 -4.94707 -6.22770
H -2.25199 4.57096 2.52890
H 0.48566 -3.82829 -0.94824
H 4.81830 -4.25072 6.31964
C -4.06523 -0.47948 0.05580
H -4.78195 -0.55209 2.09651
H 2.40799 2.09720 -6.27685
H 0.02874 -1.84717 0.16806
H 2.97446 -1.16193 -4.90945
H 2.31686 -2.75727 6.33296
H -3.16169 -0.22393 -0.49774
O -0.54850 -2.29221 2.03099
H 3.05737 1.40493 -3.67289
C 0.96430 -2.87805 -1.18498
H -4.29570 -1.52565 -0.14547
O 2.90280 -2.99254 3.67086
C -0.77034 3.16373 -4.23915
H 2.20975 0.05768 -7.29353
H -4.46165 3.38264 1.82903
C 3.50869 1.82117 2.62801
H -0.37401 0.74344 -1.36898
C 3.38783 -2.82873 6.14316
N 4.81116 -0.38035 -0.72341
H -5.33365 -5.71431 -3.46515
C -3.09872 -2.21558 -3.18290
H -4.11096 4.12292 -2.71202
O -0.55528 3.06053 5.20442
C 1.21996 -2.63231 -2.65509
O 2.34557 -6.39049 7.75488
H 1.83120 2.30696 -1.18432
H -0.66763 3.18735 1.84852
O 4.00362 -3.38565 -1.11634
C -3.91358 3.30250 -2.02205
O 4.15166 1.72205 -2.34857
H 0.48958 3.92448 3.01996
H 2.14285 -4.95298 5.53319
H -4.24225 2.37008 -2.48103
H -8.56731 -4.12603 -6.14954
H -4.95842 1.24469 -0.01094
O 0.33441 3.06385 -3.35357
H -2.05109 -0.02359 -5.37197
H 3.09364 -5.12685 -0.58945
O -2.07308 -2.84028 4.64404
H 4.53111 1.03957 -1.79014
O 2.34936 1.30763 -4.31387
O -2.91568 -1.66389 -4.46698
H -5.36787 3.47146 5.15134
C 2.32082 -0.05060 -6.21462
H 2.64510 0.63982 0.68646
H 4.74801 -2.51473 4.46442
C -7.32399 1.96679 4.23671
H -3.79244 -3.94773 -2.36332
H 3.87727 -0.56698 -0.38710
C 3.45115 -2.68198 2.41250
C -1.29565 -1.64043 4.24752
H -9.01467 -5.74925 -5.64369
H 3.76310 -5.36330 4.84217
H -1.80913 -3.17748 5.50324
H -0.39936 1.70581 3.56481
H -6.60314 -6.37706 -5.34816
H -1.47593 3.85150 -3.77309
C -0.12365 -2.15190 3.35137
H -1.12177 3.64183 -6.29696
H -8.24928 1.70786 3.72203
N -4.10762 4.27314 2.14803
N -4.83769 -3.77387 -4.24832
H -4.72127 2.46931 3.93011
H -0.07234 6.81266 0.74018
H 6.48143 2.79886 -4.71521
H -0.21507 6.15897 -1.65177
H 4.50198 -1.19376 -2.63350
H 6.00112 -2.97766 -0.50322
H 0.71711 -1.45910 3.38665
H -0.56745 2.44140 -0.94076
H 1.78632 -7.39074 9.35820
O 1.32156 4.98158 -1.83083
C -0.33277 3.82369 -5.56724
C 3.70121 -2.35954 4.72562
H 0.42845 -2.97959 -3.31918
O -1.41474 4.77183 2.95347
H -2.12713 -2.46221 -2.75479
H 3.79344 2.80297 2.24973
H -4.55061 -3.57096 -5.19516
C 2.04539 -7.66684 8.33607
C -3.87411 -0.30349 1.54686
H -2.85264 3.22106 -1.78566
C -4.88887 4.63722 3.34634
C 6.05785 3.11366 -2.86262
H 5.72756 -3.41230 -2.13501
H 3.88867 1.42173 -5.81157
H -6.73520 1.06758 4.05545
C -0.16845 1.48654 -0.59850
H 4.71120 -5.37766 -1.20847
H -1.32565 -0.44555 -3.78737
H 1.46744 5.87908 0.78856
H -0.89630 -1.13937 5.12931
H 5.84167 0.87666 2.29883
C -0.55121 3.67107 2.81834
O 3.90566 0.83378 1.71434
C -5.36956 3.33432 4.07001
H 2.81889 -3.08576 1.62174
H 2.91748 -8.31857 8.38918
H 5.58991 1.85164 0.96590
H 1.35558 -0.77173 -2.24782
C 5.65066 -0.30472 0.48715
C 5.29072 0.87974 1.35833
C 0.77764 6.44685 0.16413
H 1.98407 -3.38708 -2.84099
H 4.85868 3.19136 -0.98386
C 3.17452 -5.23010 5.74988
H -3.74340 -1.62421 -2.53269
C -0.87736 2.62606 3.90062
H 4.45816 -3.09260 2.33890
H -7.47246 2.09851 5.30849
H 1.18243 -8.16531 7.89457
H -2.79392 -4.21730 -3.82560
C 0.38290 5.54438 -0.97885
H 1.00258 4.31555 -2.44422
H 6.17591 -1.14640 -2.20554
H 3.58650 -1.27560 4.72270
H -5.72139 5.29317 3.09190
O -3.42554 1.01258 1.85702
H -0.93652 -3.16964 1.99694
C 2.81673 1.30010 -5.65584
H -4.46767 -5.79807 -5.00757
C -2.24868 -0.38952 -4.36442
C 5.18182 -1.31002 -1.78947
H 0.54102 3.33684 -6.00033
H -3.97170 5.65909 -1.00103
H 3.57499 -1.60263 2.32443
H 1.36490 2.37675 0.47110
C -3.62845 -3.65892 -3.40149
C 3.20539 -6.53594 6.56145
H 6.66644 3.97569 -2.58945
O 1.32945 7.67009 -0.32275
H -0.98625 3.89397 5.40751
H -4.19891 5.15340 4.01389
C -3.87934 4.86259 -0.26268
H -1.92158 2.35061 3.75289
H -9.58927 -4.42303 -4.72223
H -0.27249 4.79354 -0.53749
H 2.42367 1.84305 2.72974
O 1.75668 -1.32207 -2.92446
O -0.78800 1.17612 0.62766
C -8.71761 -4.76565 -5.27983
H 0.96322 5.20770 -5.27305
H 3.91916 1.92046 3.63288
H 6.68101 -0.13794 0.17303
H 6.65500 2.21925 -2.68506
O -7.52951 -4.77881 -4.43330
C 4.81405 2.93259 -2.04175
H 0.98997 2.49018 -3.75698
H 5.79878 -1.16692 1.13736
C 4.09179 -4.69093 -0.63156
C -4.53352 5.15172 1.10391
O 0.10989 -1.76816 -0.78524
O 1.98675 0.49322 0.00331
O -6.67041 3.01891 3.57447
O 0.01097 5.22042 -5.39413
H 2.88938 -7.41623 6.00169
H 0.34415 -3.05209 3.75004
H -5.61079 5.18817 0.94188
N 3.83354 -4.16744 6.52800
H -3.17753 -0.99844 2.01581
H 3.88732 -2.07775 6.75523
O 5.78317 3.20591 -4.19719
*
```

---

[2]
The following is a quantum chemistry calculation of a 3-piece molecular cluster, C34H28F5NO7P overall in a non-equilibrium geometry, from the OMol25 dataset.

Computed properties:
E_HOMO: -0.413 Eh

```
! RIJCOSX wB97M-V def2-TZVPD def2/J DEFGRID3
* xyz 1 1
H 1.45139 -3.29055 2.28502
C -0.12097 -1.63354 0.23287
C 0.67395 -6.41563 1.23504
C 2.42616 -4.34467 4.52373
H -3.68054 9.65853 -4.42489
C 1.79163 -5.07936 3.39244
H 4.52951 -4.68021 8.62362
O 0.47937 -1.44173 -4.79020
O 1.92578 -8.44729 4.66432
F 0.28471 -0.38142 0.45512
C 3.56727 -4.47478 6.72429
C -0.62910 5.57548 -0.89110
H 0.14845 3.58152 -0.88446
C -3.26931 -0.27341 -3.33967
C 4.02396 -5.19241 7.81610
H 0.87393 5.87409 2.65247
H 1.23501 0.52388 -3.28528
F 0.92750 -2.44235 0.00859
H 1.39640 -1.73803 -4.88817
C 0.57737 4.60382 0.94731
H -0.34497 7.78085 1.66709
H 1.10366 3.76478 1.38346
C -0.77936 6.75640 -0.16169
O -1.04246 4.43074 -2.91625
H 1.00652 -8.20861 2.36277
C 1.09989 -7.13184 2.34003
H 0.12474 1.66507 -3.95615
C -2.30949 6.57512 -4.17705
F -2.18341 -1.09654 -0.72946
H 0.63172 -0.92568 -1.88206
C 0.44551 5.78865 1.66312
F -1.30581 -2.98806 -1.25308
H -3.91435 0.41478 -2.80815
H 0.24881 -6.93824 0.38826
H -3.20735 -1.23746 -2.85266
C -2.70639 8.88750 -2.68344
C 3.83216 -6.56875 7.87769
H 0.44605 -4.49072 0.34889
C -1.85067 6.64019 -2.86677
H -1.56506 -0.00704 -4.62481
O -1.53061 -2.74062 -4.00495
C -1.04620 -1.70635 -1.02205
H 3.04914 -8.29986 6.88457
C 0.04227 4.49920 -0.32440
H -1.63699 -2.66914 -4.96525
C -0.23576 6.85980 1.11192
H -3.76848 -0.45257 -4.28859
H -2.15252 5.67705 -4.75742
C -1.16550 5.46179 -2.27641
O 0.81692 -3.25099 -3.12210
C 0.78833 -5.02767 1.20938
C -2.04085 7.80705 -2.12156
C 2.09410 -7.24855 4.61692
C -0.85112 0.32622 -2.57149
F -0.79057 -2.08620 1.28978
H 3.71236 -3.40475 6.67606
H 4.18419 -7.12602 8.73529
C -3.16539 8.81403 -3.98763
O -1.69941 8.91916 -0.07517
H -1.23561 0.87618 -1.72205
H -2.85985 9.78467 -2.10045
O 2.53638 -3.13579 4.48948
C 0.37980 1.14760 -3.04060
H -2.10295 1.42743 -3.81894
C -1.52482 7.91614 -0.72972
C -1.90772 0.37146 -3.66369
C -2.96090 7.66030 -4.73670
H -3.31263 7.60943 -5.75830
N -0.33668 -1.06553 -2.19121
H 0.63189 1.91103 -2.31732
C 2.92335 -5.13139 5.68338
C 1.65492 -6.46626 3.42483
C 1.34842 -4.36412 2.28907
C 2.74689 -6.51714 5.73743
P -0.12226 -2.23891 -3.57028
C 3.19561 -7.22978 6.84128
*
```

---

[3]
The following is a quantum chemistry calculation of one molecule with the formula C6H12, from the OMol25 dataset.

Computed properties:
E_HOMO: -0.297 Eh
Energy relative to the best compared isomer or geometry (same formula, charge and spin): 370.3 kJ/mol

```
! RIJCOSX wB97M-V def2-TZVPD def2/J DEFGRID3
* xyz 0 1
H -1.97553 0.52008 -2.12515
H -0.98542 1.62200 0.53060
C 0.10803 1.67818 0.58823
H -0.56004 -1.65575 0.32128
C -1.60297 -0.40831 -1.67656
C -0.14147 -0.38037 -1.43459
H 1.46813 0.95894 2.12844
H 0.36244 2.67251 0.96722
H 1.71924 -1.34370 1.30748
H -2.25474 -0.72614 -0.84489
C 0.69588 0.55717 1.46245
H -1.69636 -1.16488 -2.47783
H -0.08214 0.14424 2.11839
H 0.75954 -2.07718 -0.80127
H 2.12811 -0.19337 0.02593
H 0.48988 1.61100 -0.43991
C 1.30402 -0.58078 0.63693
C 0.26338 -1.23363 -0.28674
*
```

---

[4]
The following is a quantum chemistry calculation of one molecule with the formula C4H2BrNO2S in a non-equilibrium geometry, from the OMol25 dataset.

Computed properties:
E_HOMO: -0.407 Eh

```
! RIJCOSX wB97M-V def2-TZVPD def2/J DEFGRID3
* xyz 0 1
N 4.43673 -0.71006 0.15386
H -1.21340 -1.39191 0.50231
C 3.32871 -0.37394 0.16945
O -1.19436 1.72144 -1.06507
H -1.61236 -1.30086 -1.22481
S -0.84237 0.91776 0.05965
O -1.14038 1.32685 1.35266
C 0.98652 0.68586 -0.01453
C 2.07663 0.13811 0.14403
C -1.50912 -0.77208 -0.21715
Br -3.31659 -0.24119 0.13962
*
```

---

[5]
The following is a quantum chemistry calculation of a 2-piece molecular cluster, C4H7NO4 overall in a non-equilibrium geometry, from the OMol25 dataset.

Computed properties:
E_HOMO (alpha / beta): 0.066 / 0.038 Eh

```
! RIJCOSX wB97M-V def2-TZVPD def2/J DEFGRID3
* xyz -2 1
C -1.86542 1.50053 0.30807
H 1.21355 -3.13762 -0.02934
H -0.84203 1.77727 0.05729
C 0.88626 0.01246 -0.78012
O 1.98736 1.97653 -0.26023
H -2.52788 2.37345 0.15081
H 0.01176 -2.09186 0.78665
O 0.84221 -1.38135 -0.96676
C 0.96096 -2.10258 0.23270
H 1.75411 -1.65780 0.84553
H 0.34132 0.51401 -1.56558
O 2.79930 0.06976 0.61421
H -1.92312 1.24213 1.37912
C 1.95752 0.71933 -0.08785
O -3.33867 -0.21392 -0.12878
N -2.25725 0.39965 -0.55573
*
```

---

[6]
The following is a quantum chemistry calculation of C6H15B3ClN2O5P as an isolated structure in a non-equilibrium geometry, from the OMol25 dataset.

Computed properties:
E_HOMO: -0.351 Eh

```
! RIJCOSX wB97M-V def2-TZVPD def2/J DEFGRID3
* xyz 0 1
H -1.95986 0.20284 -4.18735
C -2.54495 2.83587 -3.01041
H -2.89688 2.31655 -3.89458
H 2.08541 0.95346 1.42914
N -1.11405 0.36378 0.91314
P 0.17324 -4.69428 2.36083
C -0.00286 0.91936 1.11121
H -0.29991 -0.02680 -4.75376
C -1.02224 0.70989 -4.41735
H -0.80763 2.76664 -1.79572
H -3.25755 2.67838 -2.19914
B 1.48638 -1.03589 1.90528
H -2.49819 3.90544 -3.22273
O 2.76812 -1.45500 2.27313
C -0.01221 2.38551 1.40001
O 0.43554 -1.81703 2.32259
C 1.35279 0.25377 1.04718
N -1.23545 2.35636 -2.61021
H -0.84005 2.65436 2.03772
H 0.81388 -5.67906 3.13928
O 1.77329 -2.84683 3.92814
Cl 4.32555 -2.03003 4.37849
O 0.61501 1.10520 -2.71460
H 1.64203 0.09169 0.01347
H 0.93499 2.74042 1.78063
H -1.18754 1.43119 -5.21847
B 2.82481 -2.11707 3.45681
H -0.15207 2.88751 0.44886
H -0.94481 -0.62126 0.69587
B 0.83733 -2.96251 2.91927
C -0.47301 1.39464 -3.18872
O 0.36940 -4.92354 0.91184
H -1.18852 -4.74357 2.74014
*
```

---

[7]
The following is a quantum chemistry calculation of a 2-piece molecular cluster, C6H16NO overall, from the OMol25 dataset.

Computed properties:
E_HOMO: -0.107 Eh
Energy relative to the best compared isomer or geometry (same formula, charge and spin): 15.9 kJ/mol

```
! RIJCOSX wB97M-V def2-TZVPD def2/J DEFGRID3
* xyz -1 1
H 1.21252 -2.16623 1.28830
C 0.99104 -1.69303 0.32726
C -0.39125 -2.16049 -0.17826
H -0.39414 -3.26442 -0.16047
H -1.43433 -2.11007 1.76086
H 1.77482 -1.99045 -0.37445
H 1.53295 1.71236 1.20098
H 1.30637 3.18035 2.13709
H 0.15440 -2.23903 -2.24190
H 0.80831 2.51649 -1.38076
C -0.65368 -1.79990 -1.64595
C -1.48025 -1.64071 0.77506
N 0.05906 3.07826 0.45244
H -1.34739 -0.56005 0.82341
H 0.91496 -0.60207 0.42453
H -0.58644 -0.70860 -1.74843
H -0.95604 2.60932 -1.32549
O -0.18394 0.89467 -0.52156
H -0.67614 2.79061 1.08153
C -0.07361 2.20399 -0.76984
C 1.32036 2.78415 1.11321
H 2.16272 3.26734 0.61627
H -2.45590 -1.90350 0.35278
H -1.60437 -2.19895 -2.00661
*
```

---

[8]
The following is a quantum chemistry calculation of C30H23CrN3O3PS3 as an isolated structure, from the OMol25 dataset.

Computed properties:
E_HOMO (alpha / beta): -0.264 / -0.268 Eh

```
! RIJCOSX wB97M-V def2-TZVPD def2/J DEFGRID3
* xyz 0 4
C -0.88330 -3.99511 -0.56319
N 1.06868 -0.69581 0.02746
C -2.51867 -1.00103 -2.30383
H 0.60791 -5.38834 0.15684
C 0.53509 -1.84379 0.18137
S -1.19771 -2.18514 -0.25024
C 4.42342 0.63370 -0.04144
C -2.66207 -0.56051 -3.61036
H 7.29348 -1.07668 0.51520
Cr 0.34965 1.26939 -0.22740
C -3.02789 -1.52432 3.94149
N 1.68068 5.04777 0.22517
C -1.98550 -1.37960 4.84803
H 8.24555 1.15873 0.05390
C 6.33705 2.09713 -0.25900
H 0.64407 -2.24758 -2.51696
S 1.36255 -3.24504 0.80368
H -3.73895 -1.09777 1.96778
C 6.65358 -0.23554 0.28442
H -0.03907 -0.54364 5.18900
H 0.37576 -1.44204 -4.83389
C -0.85635 -0.65802 4.48862
C -0.28778 -1.79275 -2.83065
H -5.23667 4.50373 -1.02847
C -2.93351 -0.95225 2.68083
H -3.29902 -0.83837 -1.57125
H -3.57959 -0.07353 -3.91195
C -1.33319 -1.61920 -1.93663
O -0.27078 2.77273 -1.76806
C 1.18831 4.16865 0.79310
C 5.27447 -0.44182 0.26709
C -5.03864 2.82027 0.29640
C 4.97430 1.89568 -0.29466
H 4.29490 2.70774 -0.51799
H -2.05347 -1.82977 5.83015
C -4.23451 1.79687 0.77593
H -3.90816 -2.09364 4.21256
H 6.74952 3.07812 -0.44877
N 2.42911 -0.66398 0.26871
C -1.62280 -0.72096 -4.51775
C -2.93802 1.66544 0.28458
C -0.43838 -1.33298 -4.13030
C -4.58819 3.71149 -0.67987
H 0.10740 0.50771 2.97203
H -2.91137 4.28460 -1.91154
C 2.96118 0.50195 -0.13329
C -1.81570 -0.19519 2.31432
H 1.12373 -4.45259 -1.24775
P -1.64519 0.42722 0.61603
C 7.17197 1.01684 0.02634
H -1.73133 -0.35507 -5.52996
C -1.08355 2.34096 -0.98444
C -0.77320 -0.06665 3.23466
C 0.55769 -4.41078 -0.31911
H -1.20866 -4.19925 -1.58014
C -3.30243 3.59226 -1.17695
H 3.85803 -1.65624 0.59207
S 0.46459 2.88348 1.62756
O 2.28018 1.46155 -0.59397
C -2.49589 2.57790 -0.67687
H -1.56238 -4.48053 0.13499
H -6.04047 2.93339 0.69217
O 4.83950 -1.68362 0.55765
H -4.60995 1.12387 1.53654
*
```